Molecular formula: C6H10N
Method: DFT, ωB97M-V with the def2-TZVPD basis set

Calculated values
* HOMO: -0.5360 Ha
* relative energy (zero: lowest compared OMol25 entry of this formula, charge and spin): 3.076 eV
* orbital gap: 10.168 eV
* 2S+1: 1
* net charge: +1
* LUMO level: -0.162 Eh

Geometry as XYZ:
```
17
Properties=species:S:1:pos:R:3:forces:R:3:nbo_charge:R:1
N 2.030 -0.198 0.064 -2.67 0.51 -0.53 -0.29
C 2.862 0.566 0.564 0.84 0.12 0.27 0.10
C 1.242 -1.184 -0.560 -0.11 -1.02 -0.50 -0.25
C -0.928 0.384 0.333 -0.26 -0.24 0.17 -0.25
C -2.175 -0.442 0.561 0.01 0.05 -0.12 -0.61
C -0.536 0.923 -1.051 -0.08 0.00 -0.17 -0.45
C 0.170 -0.177 -0.429 2.25 0.42 0.72 0.31
H -0.114 1.917 -1.095 0.16 0.02 0.10 0.27
H 2.591 1.552 0.932 -0.12 0.11 -0.02 0.20
H 1.134 -2.094 0.030 0.03 0.09 0.03 0.26
H 1.576 -1.429 -1.572 -0.07 0.09 0.12 0.26
H -2.197 -1.319 -0.078 -0.06 -0.12 -0.09 0.22
H -1.123 0.672 -1.927 -0.09 -0.07 -0.01 0.26
H 3.908 0.267 0.661 0.03 -0.05 0.02 0.21
H -0.695 1.038 1.163 0.24 0.17 -0.09 0.26
H -3.047 0.166 0.334 -0.09 0.01 0.05 0.24
H -2.232 -0.762 1.597 -0.01 -0.08 0.05 0.24
```
Positions in Å, forces in eV/Å.

=====

Molecular formula: C6H10N
Method: DFT, ωB97M-V with the def2-TZVPD basis set

Calculated values
* HOMO: -0.5314 Ha
* SMILES: CC=C=C=[N+](C)C
* relative energy (zero: lowest compared OMol25 entry of this formula, charge and spin): 4.927 eV
* orbital gap: 9.041 eV
* 2S+1: 1
* net charge: +1
* LUMO level: -0.199 Eh

Geometry as XYZ:
```
17
Properties=species:S:1:pos:R:3:forces:R:3:nbo_charge:R:1
N 0.026 0.648 -0.885 2.28 -0.42 -3.42 -0.34
C 1.586 -0.501 1.065 2.73 -4.19 -1.23 0.13
C 1.286 0.208 -0.961 -3.03 0.35 2.62 0.38
C 2.076 -0.425 -0.186 0.22 1.22 -0.88 -0.08
C -0.331 2.018 -1.082 1.96 4.44 1.09 -0.45
C 1.114 -1.837 1.473 0.72 1.33 1.89 -0.68
C -1.083 -0.201 -1.214 -1.68 -3.20 3.61 -0.43
H -0.908 -1.318 -0.822 -0.28 2.55 -0.99 0.23
H 0.349 2.777 -1.726 -1.05 -2.45 1.36 0.26
H -1.282 2.038 -1.557 -0.81 0.35 0.00 0.23
H 0.205 -1.513 1.885 -2.19 -0.48 0.73 0.25
H 1.637 -2.234 2.369 0.09 0.48 -0.46 0.29
H -2.035 0.190 -0.699 1.61 -0.52 -0.46 0.24
H -1.322 -0.207 -2.221 -0.13 -0.09 -2.18 0.23
H 1.064 -2.590 0.758 -0.20 -0.99 -1.44 0.25
H 1.668 0.178 1.825 0.27 2.23 1.59 0.23
H -0.319 2.501 -0.021 -0.52 -0.60 -1.85 0.24
```
Positions in Å, forces in eV/Å.

=====

Molecular formula: C6H10N
Method: DFT, ωB97M-V with the def2-TZVPD basis set

Calculated values
* HOMO (alpha / beta): -0.5318 / -0.4894 Ha
* relative energy (zero: lowest compared OMol25 entry of this formula, charge and spin): 6.678 eV
* orbital gap (alpha / beta): 8.299 / 7.899 eV
* 2S+1: 1
* net charge: +1
* LUMO level (alpha / beta): -0.227 / -0.199 Eh

Geometry as XYZ:
```
17
Properties=species:S:1:pos:R:3:forces:R:3:nbo_charge:R:1
N -0.450 -0.638 0.226 0.79 -0.04 1.59 -0.24
C -1.278 -0.882 -0.895 -1.11 -3.10 -1.31 -0.48
C 1.115 1.190 -2.302 -0.22 -0.67 3.39 -0.08
C 0.763 0.891 -1.157 -0.35 0.84 -2.64 -0.05
C -0.376 -1.415 1.273 -0.48 1.47 -2.81 0.08
C 0.242 0.572 0.123 0.43 0.49 0.15 0.14
C 1.158 0.928 1.214 1.60 -4.27 -0.11 -0.67
H -2.285 -0.754 -0.755 -2.72 0.71 1.91 0.26
H -1.676 1.529 0.396 1.16 -0.28 -0.18 0.08
H 0.888 0.714 2.194 -1.41 -0.16 1.76 0.24
H 1.752 1.463 -3.099 -0.07 0.11 -0.70 0.26
H -1.380 -1.903 -1.279 1.28 -0.13 0.28 0.26
H 2.136 0.293 1.194 -1.37 1.03 -0.69 0.25
H 0.067 -1.350 2.192 1.81 1.50 1.76 0.23
H 1.400 1.888 1.156 1.23 4.09 -0.31 0.26
H -0.857 -2.296 1.219 -2.08 -2.88 -0.67 0.20
H -1.222 -0.233 -1.698 1.53 1.29 -1.41 0.27
```
Positions in Å, forces in eV/Å.

=====

Molecular formula: C6H10N
Method: DFT, ωB97M-V with the def2-TZVPD basis set

Calculated values
* HOMO: -0.5461 Ha
* relative energy (zero: lowest compared OMol25 entry of this formula, charge and spin): 2.245 eV
* orbital gap: 10.002 eV
* 2S+1: 1
* net charge: +1
* LUMO level: -0.178 Eh

Geometry as XYZ:
```
17
Properties=species:S:1:pos:R:3:forces:R:3:nbo_charge:R:1
N -1.341 1.379 -0.916 -0.76 -1.28 0.79 -0.58
C -0.199 1.492 -1.438 -0.57 2.11 -0.18 0.20
C 0.938 0.567 -1.077 -2.63 0.96 1.28 -0.47
C 0.606 -0.322 0.092 -1.59 0.28 -0.44 -0.10
C 1.790 -1.080 0.673 -1.94 -0.34 -0.39 -0.59
C -1.781 -0.858 1.189 -0.56 -0.38 -3.22 -0.73
C -0.632 -0.370 0.486 0.80 0.04 -1.27 0.51
H 1.169 -0.032 -1.908 1.24 -0.49 -1.16 0.27
H -1.332 -1.186 2.049 0.99 -1.71 2.54 0.29
H 2.185 -1.663 -0.182 0.05 -0.10 0.99 0.26
H 0.022 2.437 -2.016 0.06 -1.30 0.06 0.22
H 2.492 -0.384 1.066 0.73 0.58 0.06 0.25
H 1.344 -1.603 1.519 0.76 -0.81 -0.19 0.24
H -2.198 2.011 -1.096 2.22 -1.04 0.16 0.43
H -2.450 -1.598 0.643 1.03 0.99 0.81 0.28
H 1.624 1.202 -0.598 2.01 0.89 -0.52 0.26
H -2.237 0.010 1.516 -1.83 1.58 0.68 0.27
```
Positions in Å, forces in eV/Å.

=====

Molecular formula: C6H10N
Method: DFT, ωB97M-V with the def2-TZVPD basis set

Calculated values
* HOMO: -0.5186 Ha
* SMILES: CC1=C2CC[NH2+][C@H]12
* relative energy (zero: lowest compared OMol25 entry of this formula, charge and spin): 2.480 eV
* orbital gap: 10.778 eV
* 2S+1: 1
* net charge: +1
* LUMO level: -0.123 Eh

Geometry as XYZ:
```
17
Properties=species:S:1:pos:R:3:forces:R:3:nbo_charge:R:1
N 0.930 0.789 -0.818 0.77 -2.75 2.38 -0.56
C -0.222 0.380 -1.714 2.17 -2.92 -0.75 -0.22
C 0.264 0.954 0.633 -0.24 -1.34 -0.31 -0.13
C -1.510 0.273 -0.922 -1.66 -3.53 -0.43 -0.46
C -0.054 -0.349 1.307 -0.98 1.04 -1.04 0.09
C 0.301 -1.383 2.262 -0.64 -3.92 -0.62 -0.68
C -0.905 0.085 0.409 0.05 0.93 1.03 0.05
H 1.381 1.663 -0.883 0.79 1.20 -1.33 0.44
H -2.069 -0.745 -1.263 1.04 2.65 0.63 0.27
H 0.831 -1.056 3.095 0.81 0.94 1.42 0.25
H 0.205 2.017 0.900 0.30 -0.56 0.15 0.23
H 1.647 -0.029 -0.810 -1.28 2.21 0.09 0.45
H 0.953 -2.272 1.859 -1.12 1.80 0.21 0.26
H -0.221 1.075 -2.482 -0.36 1.15 -1.74 0.24
H -0.640 -1.933 2.638 1.27 1.06 -0.65 0.27
H -2.176 1.135 -1.043 0.25 -0.24 0.30 0.27
H 0.146 -0.670 -2.129 -1.19 2.29 0.66 0.23
```
Positions in Å, forces in eV/Å.

=====

Molecular formula: C6H10N
Method: DFT, ωB97M-V with the def2-TZVPD basis set

Calculated values
* HOMO (alpha / beta): -0.4252 / -0.5105 Ha
* <S²>: 2.032
* relative energy (zero: lowest compared OMol25 entry of this formula, charge and spin): 3.064 eV
* orbital gap (alpha / beta): 8.114 / 8.432 eV
* 2S+1: 3
* net charge: +1
* LUMO level (alpha / beta): -0.127 / -0.201 Eh

Geometry as XYZ:
```
17
Properties=species:S:1:pos:R:3:forces:R:3:nbo_charge:R:1
N 2.759 -0.072 0.367 -0.38 -0.72 -0.84 -0.69
C -2.752 0.226 0.073 -4.06 0.27 2.09 -0.67
C 0.274 0.779 -0.163 -0.36 -0.23 1.20 -0.45
C 1.473 -0.095 -0.464 2.27 -2.46 -0.98 -0.15
C -0.545 -0.501 -0.141 2.52 -1.78 0.74 -0.17
C -1.820 -0.837 -0.113 -1.36 -3.05 -1.12 -0.08
C 0.636 -1.269 0.006 -0.73 1.29 -1.25 0.12
H 0.154 1.457 -0.919 -0.90 1.49 -2.53 0.24
H 2.373 -0.496 1.218 1.09 0.02 0.30 0.46
H -2.112 -1.981 -0.177 0.55 2.65 0.38 0.25
H 3.178 0.824 0.514 0.22 0.85 0.29 0.44
H -2.485 1.210 -0.289 0.08 0.00 -0.57 0.24
H 1.839 -0.321 -1.550 -0.97 1.33 1.66 0.25
H 3.457 -0.661 -0.142 -0.64 0.25 1.01 0.45
H -2.649 0.358 1.212 -0.83 0.07 -1.12 0.25
H 0.108 1.423 0.717 0.99 -0.73 0.31 0.26
H -3.888 -0.043 -0.149 2.52 0.74 0.42 0.26
```
Positions in Å, forces in eV/Å.

=====

One value per record, in order, for electronic energy: -288.96991; -288.90192; -288.83755; -289.00048; -288.99184; -288.89631 Ha.